1.
The following is a DFT calculation (ωB97M-V/def2-TZVPD) of a 4-piece molecular cluster, C43H83BFN5O4 overall at a distorted geometry.

Calculated values
E_HOMO: -8.04 eV
SMILES: C=Cc1c(COCC)c(CCCCCCCCC)c2nc(B(O)O)c(C[C@@H](C)O)nc2c1F.CCN(CC)CC.CCN(CC)CC.CCN(CC)CC
E_LUMO: -0.8 eV
Kohn-Sham gap: 7.29 eV
M: 763.978 u

Structure (ORCA input):
```
! RIJCOSX wB97M-V def2-TZVPD def2/J DEFGRID3
* xyz 0 1
C -2.460 2.539 5.390
C -2.321 3.300 4.259
C -1.695 2.768 2.937
C -0.193 2.633 2.737
C 0.779 3.010 3.898
O 1.666 4.077 3.513
C 2.999 3.864 3.974
C 3.177 3.919 5.543
C 0.253 2.149 1.423
C 1.779 1.967 1.123
C 2.407 3.062 0.161
C 2.610 2.620 -1.343
C 3.257 1.196 -1.558
C 4.773 1.073 -1.109
C 5.009 1.064 0.452
C 6.456 0.529 0.868
C 6.479 0.550 2.471
C 7.829 -0.214 2.901
C -0.723 1.780 0.327
N -0.190 1.338 -0.874
C -1.132 1.063 -1.829
B -0.555 0.592 -3.270
O 0.413 1.401 -3.931
O -0.978 -0.566 -3.957
C -2.603 1.194 -1.548
C -3.590 0.851 -2.737
C -3.783 2.118 -3.659
C -3.101 2.018 -5.089
O -5.198 2.386 -3.807
N -3.191 1.587 -0.383
C -2.182 1.892 0.529
C -2.624 2.397 1.884
F -3.984 2.511 2.127
H -1.742 1.708 5.614
H -3.344 2.728 6.055
H -2.666 4.372 4.299
H 0.256 3.242 4.867
H 1.432 2.096 4.083
H 3.465 2.898 3.607
H 3.655 4.685 3.551
H 4.163 3.428 5.811
H 2.378 3.349 6.103
H 3.235 4.964 5.961
H 1.930 0.904 0.801
H 2.317 2.067 2.114
H 1.669 3.924 0.141
H 3.332 3.478 0.650
H 3.339 3.366 -1.796
H 1.675 2.724 -1.969
H 2.684 0.341 -1.110
H 3.254 1.015 -2.681
H 5.408 1.834 -1.647
H 5.129 0.061 -1.489
H 4.997 2.151 0.784
H 4.181 0.568 1.038
H 7.202 1.280 0.481
H 6.586 -0.504 0.450
H 5.561 -0.011 2.800
H 6.431 1.601 2.875
H 7.525 -1.251 3.196
H 8.499 -0.261 1.993
H 8.298 0.375 3.731
H 1.226 0.867 -4.043
H -0.924 -1.364 -3.399
H -4.599 0.650 -2.260
H -3.313 -0.091 -3.276
H -3.355 3.002 -3.089
H -3.857 2.325 -5.861
H -2.259 2.775 -5.127
H -2.669 0.998 -5.258
H -5.265 3.199 -4.342
C -4.950 -4.039 7.681
C -4.564 -3.296 6.407
N -3.853 -2.049 6.648
C -3.731 -1.216 5.458
C -2.899 -1.752 4.291
C -2.653 -2.142 7.468
C -1.534 -3.070 6.992
H -5.534 -3.400 8.346
H -5.561 -4.909 7.430
H -4.075 -4.402 8.223
H -5.492 -3.072 5.872
H -3.988 -3.977 5.764
H -3.338 -0.235 5.742
H -4.741 -1.015 5.084
H -1.829 -1.689 4.496
H -3.087 -1.146 3.401
H -3.148 -2.784 4.038
H -2.951 -2.459 8.473
H -2.241 -1.139 7.618
H -1.907 -4.037 6.648
H -0.844 -3.266 7.819
H -0.946 -2.620 6.192
C -2.138 -6.791 1.552
C -1.924 -5.283 1.577
N -0.548 -4.882 1.325
C -0.294 -3.477 1.620
C -1.020 -2.432 0.771
C 0.051 -5.378 0.093
C -0.639 -5.027 -1.227
H -1.469 -7.295 2.254
H -3.165 -7.023 1.844
H -1.981 -7.211 0.558
H -2.213 -4.933 2.573
H -2.621 -4.817 0.867
H 0.783 -3.286 1.568
H -0.558 -3.300 2.668
H -0.585 -2.346 -0.226
H -0.927 -1.448 1.241
H -2.086 -2.642 0.670
H 0.116 -6.469 0.161
H 1.095 -5.053 0.044
H -1.722 -5.155 -1.181
H -0.269 -5.685 -2.019
H -0.422 -4.005 -1.538
C -0.749 0.916 -10.773
C 0.493 1.395 -10.033
N 0.203 2.078 -8.782
C 1.357 2.770 -8.220
C 2.548 1.920 -7.770
C -0.608 1.342 -7.821
C -0.089 -0.014 -7.341
H -1.443 1.741 -10.951
H -0.465 0.503 -11.744
H -1.273 0.130 -10.226
H 1.015 2.091 -10.698
H 1.167 0.539 -9.885
H 1.031 3.390 -7.380
H 1.718 3.483 -8.970
H 2.345 1.405 -6.830
H 3.414 2.565 -7.597
H 2.840 1.181 -8.518
H -1.600 1.189 -8.259
H -0.798 1.975 -6.949
H 0.294 -0.629 -8.158
H -0.903 -0.572 -6.870
H 0.693 0.094 -6.591
*
```


2.
The following is a DFT calculation (ωB97M-V/def2-TZVPD) of a 8-piece molecular cluster, C43H85FN8O11PS overall at a distorted geometry.

Calculated values
E_HOMO: -9.64 eV
E_LUMO: -4.3 eV
Kohn-Sham gap: 5.33 eV
M: 972.237 u

Structure (ORCA input):
```
! RIJCOSX wB97M-V def2-TZVPD def2/J DEFGRID3
* xyz 1 1
C -4.325 2.462 0.780
C -3.374 1.139 0.827
C -1.902 1.463 1.461
C -0.863 1.751 0.270
C -1.434 2.797 -0.853
C 0.540 2.363 0.745
C 1.938 1.703 0.426
C 2.064 0.349 -0.412
C 2.760 -0.860 0.373
O 2.437 -1.290 1.506
C 3.283 2.383 0.894
C 4.725 1.740 0.541
O 5.123 1.977 -0.633
O 5.474 0.932 1.440
P 6.777 1.791 2.170
S 7.802 2.917 0.973
C 3.165 3.723 1.673
C 4.402 4.597 2.196
C 4.355 6.077 1.501
C 5.276 6.177 0.190
C 4.877 5.136 -0.974
C 4.845 5.785 -2.464
C 3.604 5.267 -3.357
C 4.000 4.120 -4.427
C 3.655 2.620 -3.917
O 3.442 1.680 -5.011
C 2.073 1.732 -5.494
C 1.747 4.284 1.934
N 0.531 3.627 1.484
F -0.616 4.291 1.771
H -5.435 2.159 0.706
H -4.100 3.026 -0.209
H -4.107 3.202 1.621
H -3.317 0.717 -0.234
H -3.936 0.395 1.513
H -2.065 2.333 2.182
H -1.615 0.540 2.093
H -0.746 0.753 -0.304
H -0.513 3.062 -1.503
H -1.856 3.725 -0.342
H -2.189 2.235 -1.505
H 2.731 0.600 -1.327
H 1.082 -0.043 -0.842
H 3.668 -1.364 -0.146
H 6.379 2.532 3.352
H 7.681 0.770 2.668
H 5.429 4.170 1.934
H 4.335 4.802 3.330
H 3.290 6.402 1.235
H 4.752 6.878 2.238
H 5.219 7.248 -0.230
H 6.395 6.005 0.433
H 3.843 4.692 -0.770
H 5.719 4.346 -1.004
H 4.790 6.920 -2.343
H 5.801 5.440 -3.018
H 3.258 6.174 -3.990
H 2.678 4.972 -2.726
H 3.343 4.295 -5.356
H 5.087 4.248 -4.764
H 2.756 2.661 -3.210
H 4.605 2.248 -3.373
H 1.438 0.824 -5.179
H 2.132 1.686 -6.649
H 1.523 2.700 -5.211
H 1.655 5.277 2.513
C -0.967 -3.218 5.185
O -2.157 -3.404 5.360
N -0.309 -3.419 4.009
C 1.111 -3.171 3.866
C -1.056 -3.895 2.861
H -0.311 -2.856 5.993
H 1.258 -2.414 3.093
H 1.606 -4.100 3.571
H 1.545 -2.817 4.803
H -1.850 -3.180 2.629
H -1.511 -4.858 3.104
H -0.399 -4.007 1.997
C 9.335 4.682 -2.343
O 8.607 4.934 -1.399
N 10.595 4.170 -2.252
C 11.400 3.896 -3.425
C 11.147 3.890 -0.941
H 9.014 4.856 -3.383
H 11.650 2.832 -3.445
H 12.318 4.487 -3.373
H 10.861 4.153 -4.338
H 10.506 3.168 -0.429
H 11.169 4.813 -0.357
H 12.156 3.486 -1.028
C -0.427 -0.508 -3.641
O -0.274 0.676 -3.382
N -1.430 -1.025 -4.402
C -1.541 -2.445 -4.664
C -2.418 -0.126 -4.968
H 0.266 -1.275 -3.262
H -1.490 -2.613 -5.743
H -2.501 -2.804 -4.283
H -0.734 -2.997 -4.179
H -1.915 0.600 -5.611
H -2.919 0.411 -4.158
H -3.153 -0.683 -5.549
C 3.062 -1.735 -5.314
O 1.878 -1.957 -5.117
N 3.704 -1.896 -6.504
C 5.116 -1.610 -6.659
C 2.953 -2.367 -7.651
H 3.724 -1.374 -4.511
H 5.241 -0.833 -7.417
H 5.630 -2.520 -6.979
H 5.551 -1.265 -5.719
H 2.138 -1.669 -7.857
H 2.525 -3.346 -7.421
H 3.599 -2.445 -8.526
C -5.714 -6.112 4.411
O -5.581 -5.318 3.495
N -5.327 -5.901 5.700
C -5.517 -6.899 6.732
C -4.706 -4.636 6.050
H -6.176 -7.101 4.255
H -6.150 -6.481 7.519
H -4.543 -7.168 7.150
H -5.992 -7.794 6.328
H -5.401 -3.824 5.820
H -3.803 -4.499 5.453
H -4.453 -4.614 7.110
C -7.032 -1.236 2.619
O -6.826 -0.039 2.482
N -8.245 -1.805 2.863
C -8.405 -3.241 3.012
C -9.412 -0.953 2.978
H -6.216 -1.973 2.551
H -9.096 -3.602 2.246
H -8.813 -3.452 4.002
H -7.448 -3.754 2.902
H -9.540 -0.394 2.047
H -9.258 -0.243 3.795
H -10.304 -1.550 3.173
C -10.083 -6.051 4.353
O -9.886 -4.871 4.581
N -11.089 -6.545 3.576
C -11.259 -7.966 3.351
C -12.017 -5.620 2.956
H -9.437 -6.837 4.775
H -11.186 -8.168 2.279
H -12.244 -8.269 3.713
H -10.493 -8.540 3.875
H -11.463 -4.937 2.307
H -12.516 -5.037 3.734
H -12.761 -6.160 2.369
*
```


3.
The following is a DFT calculation (ωB97M-V/def2-TZVPD) of a 6-piece molecular cluster, C43H86F3N4O13 overall at a distorted geometry.

Calculated values
E_HOMO: -10.17 eV
E_LUMO: -3.8 eV
Kohn-Sham gap: 6.38 eV
M: 924.170 u

Structure (ORCA input):
```
! RIJCOSX wB97M-V def2-TZVPD def2/J DEFGRID3
* xyz 1 1
C 5.283 2.407 -5.168
C 5.394 1.281 -3.936
C 5.052 -0.163 -4.618
N 4.945 -1.335 -3.672
C 3.780 -1.242 -2.720
N 2.540 -1.607 -3.505
C 1.358 -1.204 -2.664
C 1.477 -1.567 -1.060
C 1.198 -0.146 -0.275
C 1.892 0.007 1.193
C 2.620 1.506 1.267
N 2.939 1.860 2.706
N 0.245 -2.474 -0.829
C -0.054 -2.678 0.627
O -1.369 -2.637 0.984
F 0.897 -2.956 1.726
C 0.562 -3.889 -1.357
O 0.885 -4.919 -0.526
F 0.492 -4.258 -2.809
O 2.611 -2.337 -0.633
C 3.857 -2.178 -1.384
C 4.940 -1.659 -0.236
C 6.368 -1.120 -0.781
C 6.325 0.535 -0.735
F 7.553 1.179 -1.279
C 4.191 -3.733 -1.912
C 5.601 -4.344 -1.373
C 5.901 -5.046 0.076
C 7.369 -5.669 0.512
C 8.645 -5.638 -0.535
C 8.377 -4.942 -2.031
C 9.574 -4.895 -3.176
C 6.889 -4.299 -2.439
H 4.259 2.215 -5.750
H 5.366 3.511 -4.787
H 6.130 2.179 -5.976
H 6.519 1.285 -3.617
H 4.642 1.648 -3.118
H 4.117 -0.011 -5.319
H 5.958 -0.411 -5.354
H 4.918 -2.178 -4.287
H 3.602 -0.127 -2.334
H 2.439 -1.082 -4.426
H 2.435 -2.616 -3.745
H 0.405 -1.725 -3.160
H 1.186 -0.040 -2.872
H 1.534 0.814 -0.901
H 0.024 0.007 -0.115
H 1.025 0.052 2.009
H 2.596 -0.867 1.521
H 3.539 1.588 0.537
H 1.801 2.281 0.900
H 3.779 1.326 3.023
H 3.096 2.892 2.708
H 4.407 -0.728 0.287
H 5.076 -2.449 0.649
H 6.757 -1.566 -1.786
H 7.185 -1.421 0.038
H 6.313 0.811 0.427
H 5.321 0.954 -1.168
H 4.178 -3.827 -3.081
H 3.339 -4.479 -1.530
H 5.020 -5.107 0.868
H 7.533 -6.154 1.578
H 9.678 -6.113 -0.215
H 10.646 -4.723 -2.739
H 9.272 -4.173 -4.045
H 9.586 -5.989 -3.654
H 6.773 -3.848 -3.524
C -3.522 -3.408 -1.172
O -4.772 -3.006 -1.723
C -5.407 -4.058 -2.455
C -6.490 -4.747 -1.617
O -5.926 -5.431 -0.494
C -6.040 -4.680 0.711
H -3.242 -2.689 -0.398
H -3.569 -4.402 -0.720
H -2.757 -3.398 -1.954
H -4.667 -4.782 -2.817
H -5.880 -3.599 -3.329
H -6.985 -5.503 -2.237
H -7.253 -4.030 -1.292
H -7.059 -4.770 1.102
H -5.796 -3.624 0.565
H -5.345 -5.099 1.442
C -0.156 -0.110 6.958
O -1.486 0.381 7.094
C -1.648 1.680 6.514
C -2.283 1.595 5.122
O -1.420 0.932 4.193
C -1.779 -0.432 3.997
H -0.170 -1.188 7.137
H 0.252 0.070 5.960
H 0.486 0.362 7.707
H -0.690 2.212 6.480
H -2.320 2.241 7.172
H -2.439 2.612 4.745
H -3.261 1.101 5.164
H -2.638 -0.489 3.320
H -2.019 -0.935 4.937
H -0.932 -0.945 3.535
C 7.969 8.503 -3.002
O 7.391 8.889 -4.246
C 7.633 7.930 -5.279
C 6.419 7.020 -5.492
O 6.170 6.201 -4.345
C 5.129 6.721 -3.524
H 7.506 9.098 -2.211
H 7.804 7.445 -2.781
H 9.043 8.711 -3.017
H 8.534 7.343 -5.062
H 7.815 8.493 -6.201
H 6.629 6.343 -6.329
H 5.528 7.604 -5.752
H 4.159 6.481 -3.970
H 5.212 7.803 -3.386
H 5.195 6.241 -2.545
C -7.563 -0.995 0.724
O -6.405 -0.883 1.546
C -5.417 -0.018 0.979
C -5.468 1.378 1.610
O -6.695 2.046 1.303
C -7.635 1.970 2.371
H -8.375 -1.405 1.331
H -7.883 -0.028 0.327
H -7.360 -1.681 -0.103
H -5.527 0.036 -0.111
H -4.440 -0.464 1.194
H -4.659 1.984 1.187
H -5.314 1.326 2.694
H -7.370 2.701 3.143
H -7.680 0.971 2.812
H -8.622 2.219 1.975
C -10.275 1.891 5.309
O -10.864 1.521 4.066
C -12.064 0.761 4.237
C -13.310 1.638 4.073
O -13.399 2.620 5.110
C -12.938 3.899 4.686
H -9.562 2.699 5.123
H -11.017 2.244 6.030
H -9.736 1.036 5.727
H -12.065 0.250 5.208
H -12.070 -0.006 3.456
H -14.199 1.003 4.155
H -13.329 2.114 3.085
H -13.713 4.387 4.087
H -12.012 3.834 4.107
H -12.748 4.504 5.576
*
```